{"formula": "C16H27F9INO9P2S", "method": "the ωB97M-V functional and the def2-TZVPD basis", "symbols": ["C", "C", "C", "I", "P", "P", "N", "O", "S", "C", "O", "O", "H", "H", "H", "H", "H", "H", "H", "H", "H", "H", "H", "H", "C", "C", "O", "C", "O", "C", "F", "F", "F", "H", "H", "H", "H", "H", "C", "C", "O", "C", "O", "C", "F", "F", "F", "H", "H", "H", "H", "H", "C", "C", "O", "C", "O", "C", "F", "F", "F", "H", "H", "H", "H", "H"], "xyz": [[-2.862659, 5.956749, 0.181978], [-1.468307, 5.350472, 0.800909], [-1.659736, 3.848566, 1.511621], [-0.092199, 3.694931, 3.029327], [-1.717521, 2.415326, 0.252030], [-0.605648, 0.647820, 0.959563], [1.165719, 1.001933, 0.753939], [-0.962584, 0.326351, 2.665386], [-0.678019, 2.969687, -1.589583], [-0.950463, 1.533293, -2.795486], [-1.335389, 4.213552, -2.234354], [0.829416, 3.273620, -1.325315], [-2.645815, 7.085858, -0.131264], [-3.680158, 6.006669, 1.017788], [-3.248218, 5.349698, -0.750782], [-0.561255, 5.376036, 0.054642], [-1.155545, 6.063441, 1.705736], [-2.739992, 3.890799, 2.017955], [1.664745, 0.071447, 0.752811], [1.533667, 1.541111, 1.567931], [-0.042972, 0.223594, 3.098718], [-1.544871, 0.646839, -2.261639], [-1.659372, 1.918840, -3.664387], [0.046167, 1.098689, -3.243698], [4.498344, 2.713957, -0.443738], [5.316333, 1.910325, -1.438977], [6.521949, 1.426020, -0.830667], [6.394462, 0.307053, -0.049064], [5.331388, -0.275161, 0.146158], [7.755591, -0.126567, 0.496168], [8.476983, 0.915808, 1.001168], [8.536430, -0.697354, -0.465690], [7.660742, -1.041876, 1.501578], [5.101978, 3.519623, -0.012676], [3.618240, 3.147488, -0.925861], [4.162850, 2.088303, 0.389976], [5.616369, 2.556634, -2.270718], [4.736149, 1.083868, -1.866692], [0.280406, -5.688633, 3.536793], [-0.957632, -4.813107, 3.458390], [-1.099396, -4.027395, 4.650306], [-0.321443, -2.901140, 4.725019], [0.463268, -2.550751, 3.848283], [-0.604789, -2.136088, 6.018226], [-0.643135, -2.949081, 7.113466], [-1.806772, -1.492211, 5.981662], [0.329719, -1.181717, 6.289352], [0.258877, -6.303492, 4.442756], [0.348128, -6.343192, 2.663901], [1.191342, -5.082971, 3.586250], [-1.848275, -5.446426, 3.386326], [-0.945293, -4.172629, 2.568322], [-3.860618, -4.714857, -4.464518], [-3.630600, -3.531192, -5.387264], [-4.238476, -2.346435, -4.853464], [-3.536383, -1.700851, -3.868817], [-2.450715, -2.080750, -3.439618], [-4.271263, -0.435534, -3.425084], [-5.602867, -0.646366, -3.214472], [-4.187207, 0.560059, -4.353745], [-3.783500, 0.085422, -2.263909], [-4.929904, -4.845916, -4.267697], [-3.464793, -5.633180, -4.906082], [-3.376251, -4.560922, -3.494586], [-4.105950, -3.725129, -6.354713], [-2.563282, -3.368958, -5.579871]], "forces_ev_per_angstrom": [[0.5, 0.4, -0.1], [0.0, 0.7, 1.0], [-1.0, 2.3, -1.0], [-0.6, 0.0, -0.4], [-1.4, 0.7, 1.4], [2.1, -1.9, 0.5], [-1.3, -1.1, 1.9], [2.5, 0.8, -1.4], [4.1, 4.7, -2.2], [-1.0, -1.5, -0.7], [0.9, -4.0, 2.0], [-4.5, -1.7, -0.8], [-0.5, -2.5, 0.5], [1.5, -0.3, -1.6], [0.8, 1.3, 1.9], [-2.0, -0.3, 1.3], [-0.7, -1.5, -2.0], [2.5, -0.4, -0.9], [-0.8, 1.3, -0.1], [-0.2, -0.2, -1.0], [-2.1, 0.3, -0.8], [1.5, 2.0, -0.9], [1.6, -0.5, 2.0], [-1.8, 1.2, 1.2], [0.0, 0.0, 0.3], [-0.9, 0.4, -0.3], [0.6, -1.8, 1.1], [-2.9, 0.6, -1.2], [2.7, 1.0, -0.1], [2.2, -0.7, 1.1], [-1.0, -0.6, -0.5], [-1.0, 0.5, 0.5], [-0.4, 0.9, -1.1], [0.0, 0.0, -0.2], [0.1, -0.1, 0.0], [0.0, 0.0, -0.2], [0.3, -0.2, 0.3], [0.2, 0.0, 0.3], [0.3, 0.1, 0.2], [0.2, -0.5, -0.7], [0.7, 1.8, 0.6], [0.6, -1.3, -2.8], [-1.7, -0.3, 2.3], [-0.4, 1.3, 2.3], [0.1, 0.4, -1.2], [1.0, -0.7, -0.4], [-0.7, -1.1, -0.8], [-0.1, 0.0, -0.2], [-0.1, 0.1, 0.1], [-0.2, -0.1, -0.1], [0.1, 0.3, 0.3], [0.1, 0.1, 0.3], [-0.1, 0.1, 0.4], [0.3, -0.8, -0.3], [0.6, 1.5, 1.3], [1.8, -2.5, -0.9], [-2.5, 1.4, -0.6], [-1.5, 2.0, 0.9], [1.3, -0.2, -0.3], [0.2, -1.1, 0.5], [-0.2, -0.9, -1.1], [0.1, 0.0, -0.2], [-0.1, 0.1, 0.0], [0.0, 0.0, -0.2], [-0.1, 0.4, 0.3], [-0.2, 0.1, 0.2]], "mulliken_charge": [-0.926, -0.634, -0.423, 0.023, 0.044, 0.211, -0.446, -0.480, 0.870, -0.696, -0.622, -0.483, 0.290, 0.321, 0.218, 0.322, 0.444, 0.457, 0.288, 0.178, 0.318, 0.076, 0.321, 0.335, -0.875, -0.263, -0.308, 0.374, -0.519, 0.846, -0.240, -0.248, -0.237, 0.304, 0.303, 0.223, 0.343, 0.302, -1.090, -0.179, -0.319, 0.429, -0.525, 0.826, -0.245, -0.248, -0.239, 0.300, 0.366, 0.313, 0.318, 0.291, -1.087, -0.194, -0.301, 0.363, -0.537, 0.900, -0.251, -0.259, -0.241, 0.301, 0.365, 0.310, 0.318, 0.306], "total_charge": 0, "relative_energy_kj_mol": 427.3, "smiles": "CC[C@H](I)P(#P(N)O)S(C)(=O)=O.CCOC(=O)C(F)(F)F.CCOC(=O)C(F)(F)F.CCOC(=O)C(F)(F)F", "lumo_energy_ev": -0.2, "spin_multiplicity": 1, "energy_ha": -3635.0696, "gap_ha": 0.314, "fmax_ev_per_a": 6.67}

{"formula": "C7H12AlBClO6", "method": "the ωB97M-V functional and the def2-TZVPD basis", "symbols": ["C", "O", "B", "O", "C", "C", "C", "C", "O", "O", "C", "O", "O", "C", "Cl", "H", "H", "H", "H", "H", "H", "H", "H", "H", "H", "H", "H", "Al"], "xyz": [[0.309401, 3.415746, 0.442844], [0.249339, 2.011709, 0.911800], [-0.421328, 1.133262, -0.067539], [-0.889096, 1.794054, -1.331640], [-0.748538, -0.467547, 0.109406], [0.202840, -1.596249, -0.601053], [1.774542, -1.170278, -0.785698], [2.584767, -0.967352, 0.659384], [2.879023, 0.490497, 0.732804], [-0.726215, -0.699047, 1.562182], [-1.913101, -1.534803, 1.801362], [-2.148288, -2.143116, 2.987429], [-2.821852, -1.632393, 0.646276], [-2.343915, -0.573362, -0.259160], [-2.828235, -0.933473, -2.027214], [0.966733, 3.482330, -0.534913], [-0.763621, 3.900629, 0.276428], [0.830453, 4.065722, 1.293432], [-1.820714, 2.177921, -1.170411], [-0.201436, -1.993330, -1.642290], [0.192164, -2.544421, 0.124051], [1.931905, -0.257105, -1.512887], [2.317055, -2.091054, -1.310944], [3.623022, -1.529936, 0.573716], [1.972774, -1.373159, 1.570645], [3.353483, 0.657148, 1.601403], [-2.980581, 0.379616, -0.022405], [-2.580581, -2.002009, -4.027009]], "forces_ev_per_angstrom": [[1.8, 1.6, 1.0], [-1.8, -0.8, -2.5], [0.6, 3.7, -1.6], [-1.2, -1.8, 3.8], [-0.4, -0.1, 0.3], [1.4, -1.7, -0.5], [0.4, -0.2, 0.7], [-1.2, 2.0, -2.9], [-0.5, -3.1, 1.3], [-3.3, -1.6, -2.1], [-2.2, -3.6, 6.2], [2.0, 4.5, -8.9], [3.6, 2.0, 1.6], [-0.4, -0.2, 2.1], [0.3, 0.9, 2.8], [-1.5, 0.0, 1.7], [1.7, -1.2, 0.0], [-1.2, -1.7, -1.8], [1.9, -0.3, -0.7], [0.7, 1.2, 2.2], [-0.3, 2.0, -1.4], [-0.2, -1.7, 1.6], [-1.2, 1.6, 0.9], [-1.3, 0.7, 0.6], [1.1, 0.6, -0.9], [-0.3, 0.0, -0.8], [1.3, -1.6, -0.5], [0.0, -1.1, -2.2]], "mulliken_charge": [-0.519, -0.351, 0.419, -0.396, 0.818, -0.517, -0.729, -0.281, -0.270, -0.290, 0.456, -0.289, -0.225, 0.022, 0.059, 0.351, 0.349, 0.292, 0.363, 0.055, 0.431, 0.415, 0.462, 0.440, 0.405, 0.414, 0.451, 0.667], "total_charge": 3, "lumo_energy_ev": -17.9, "spin_multiplicity": 1, "energy_ha": -1451.3249, "gap_ha": 0.091, "fmax_ev_per_a": 10.17}

Repeat the second record exactly.
{"formula": "C7H12AlBClO6", "method": "the ωB97M-V functional and the def2-TZVPD basis", "symbols": ["C", "O", "B", "O", "C", "C", "C", "C", "O", "O", "C", "O", "O", "C", "Cl", "H", "H", "H", "H", "H", "H", "H", "H", "H", "H", "H", "H", "Al"], "xyz": [[0.309401, 3.415746, 0.442844], [0.249339, 2.011709, 0.911800], [-0.421328, 1.133262, -0.067539], [-0.889096, 1.794054, -1.331640], [-0.748538, -0.467547, 0.109406], [0.202840, -1.596249, -0.601053], [1.774542, -1.170278, -0.785698], [2.584767, -0.967352, 0.659384], [2.879023, 0.490497, 0.732804], [-0.726215, -0.699047, 1.562182], [-1.913101, -1.534803, 1.801362], [-2.148288, -2.143116, 2.987429], [-2.821852, -1.632393, 0.646276], [-2.343915, -0.573362, -0.259160], [-2.828235, -0.933473, -2.027214], [0.966733, 3.482330, -0.534913], [-0.763621, 3.900629, 0.276428], [0.830453, 4.065722, 1.293432], [-1.820714, 2.177921, -1.170411], [-0.201436, -1.993330, -1.642290], [0.192164, -2.544421, 0.124051], [1.931905, -0.257105, -1.512887], [2.317055, -2.091054, -1.310944], [3.623022, -1.529936, 0.573716], [1.972774, -1.373159, 1.570645], [3.353483, 0.657148, 1.601403], [-2.980581, 0.379616, -0.022405], [-2.580581, -2.002009, -4.027009]], "forces_ev_per_angstrom": [[1.8, 1.6, 1.0], [-1.8, -0.8, -2.5], [0.6, 3.7, -1.6], [-1.2, -1.8, 3.8], [-0.4, -0.1, 0.3], [1.4, -1.7, -0.5], [0.4, -0.2, 0.7], [-1.2, 2.0, -2.9], [-0.5, -3.1, 1.3], [-3.3, -1.6, -2.1], [-2.2, -3.6, 6.2], [2.0, 4.5, -8.9], [3.6, 2.0, 1.6], [-0.4, -0.2, 2.1], [0.3, 0.9, 2.8], [-1.5, 0.0, 1.7], [1.7, -1.2, 0.0], [-1.2, -1.7, -1.8], [1.9, -0.3, -0.7], [0.7, 1.2, 2.2], [-0.3, 2.0, -1.4], [-0.2, -1.7, 1.6], [-1.2, 1.6, 0.9], [-1.3, 0.7, 0.6], [1.1, 0.6, -0.9], [-0.3, 0.0, -0.8], [1.3, -1.6, -0.5], [0.0, -1.1, -2.2]], "mulliken_charge": [-0.519, -0.351, 0.419, -0.396, 0.818, -0.517, -0.729, -0.281, -0.270, -0.290, 0.456, -0.289, -0.225, 0.022, 0.059, 0.351, 0.349, 0.292, 0.363, 0.055, 0.431, 0.415, 0.462, 0.440, 0.405, 0.414, 0.451, 0.667], "total_charge": 3, "lumo_energy_ev": -17.9, "spin_multiplicity": 1, "energy_ha": -1451.3249, "gap_ha": 0.091, "fmax_ev_per_a": 10.17}

> What is the formula in the second record?

C7H12AlBClO6

> Number 2 is which compound?

C7H12AlBClO6